Entry 1:
Formula: C4H8O3
Source: OMol25
Level of theory: ωB97M-V/def2-TZVPD

Its spin multiplicity is 1. The total energy comes out at -382.885847 Eh. As for the gap between HOMO and LUMO: 10.94 eV. The value obtained for the energy above the lowest of the compared OMol25 structures with the same formula, charge and spin is 207.3 kJ/mol. Its SMILES is C=CCC(O)(O)O.

The geometry in XYZ format:
```
15
Properties=species:S:1:pos:R:3:forces:R:3:lowdin_charge:R:1
C -2.348816 -0.274156 -0.053421 -0.04 -0.17 0.09 0.010
C -1.187451 -0.350654 0.578963 0.02 -0.08 -0.04 -0.176
C 0.060983 -0.909545 -0.026907 0.25 0.17 -0.08 -0.106
C 1.209176 0.087368 -0.014516 -1.12 1.68 -1.31 -0.627
O 1.548067 0.588650 1.189210 0.34 2.56 0.03 0.007
O 2.241219 -0.385482 -0.766238 -0.08 0.02 -0.05 0.084
O 0.741049 1.523616 -0.591646 0.27 -1.89 -0.73 -0.061
H -2.473608 -0.643390 -1.063343 0.07 0.02 -0.10 0.062
H -3.238410 0.094357 0.435636 -0.02 0.12 0.05 0.054
H -1.092939 -0.013970 1.604356 -0.05 0.08 0.03 0.111
H 0.414916 -1.762522 0.560201 -0.01 -0.01 -0.06 0.138
H -0.097193 -1.241405 -1.053559 -0.03 -0.03 0.04 0.129
H 1.377621 1.598827 0.830399 0.49 -2.42 2.01 0.175
H 2.994117 0.214105 -0.666488 -0.10 -0.06 0.08 0.126
H -0.148732 1.474200 -0.962648 0.00 0.01 0.06 0.074
```
Positions in Å, forces in eV/Å.

Entry 2:
Formula: C4H8O3
Source: OMol25
Level of theory: ωB97M-V/def2-TZVPD

Its spin multiplicity is 1. The total energy comes out at -382.913799 Eh. As for the gap between HOMO and LUMO: 10.97 eV. The value obtained for the energy above the lowest of the compared OMol25 structures with the same formula, charge and spin is 134.0 kJ/mol. Its SMILES is C[C@@H](O)[C@@H](O)C=O.

The geometry in XYZ format:
```
15
Properties=species:S:1:pos:R:3:forces:R:3:lowdin_charge:R:1
C 1.584047 0.194330 -0.816139 0.04 -0.04 -0.05 -0.040
C 0.604807 0.579821 0.278745 0.21 -0.20 -0.02 -0.402
O -0.169723 1.649169 -0.218094 -0.14 0.08 0.05 -0.018
C -0.348792 -0.550764 0.709709 0.02 -0.07 -0.14 -0.319
O -1.186729 -0.041037 1.717634 -0.15 -0.02 -0.03 -0.012
C -1.191749 -0.968599 -0.478614 -0.40 0.08 -0.03 -0.175
O -2.360659 -0.658830 -0.547490 0.49 -0.30 0.06 0.073
H 2.308442 0.999976 -0.961334 -0.07 -0.12 0.04 0.086
H 2.126139 -0.727239 -0.578209 -0.05 0.14 0.00 0.088
H 1.049144 0.066858 -1.762759 0.10 -0.04 0.12 0.083
H 1.147811 0.875741 1.190824 -0.10 0.01 -0.15 0.151
H -0.991980 1.655943 0.291849 0.13 0.24 0.07 0.094
H 0.225757 -1.414650 1.079389 -0.07 0.14 -0.09 0.161
H -2.094751 -0.113138 1.376892 0.04 -0.03 0.09 0.092
H -0.701764 -1.547579 -1.282403 -0.05 0.11 0.07 0.138
```
Positions in Å, forces in eV/Å.

Entry 3:
Formula: C4H8O3Rb
Source: OMol25
Level of theory: ωB97M-V/def2-TZVPD

Its spin multiplicity is 2. The total energy comes out at -406.877016 Eh. As for the gap between HOMO and LUMO (alpha / beta): 5.26 / 5.09 eV. The value obtained for the energy above the lowest of the compared OMol25 structures with the same formula, charge and spin is 114.0 kJ/mol. As for the expectation value of S²: 0.754.

The geometry in XYZ format:
```
16
Properties=species:S:1:pos:R:3:forces:R:3:mulliken_spin:R:1
O -0.505870 0.754921 0.096114 -0.80 0.16 -1.04 0.092
O 0.995851 1.982739 1.197707 -0.47 -1.71 -0.12 0.159
C 0.424447 0.938719 1.048591 0.99 1.76 0.42 0.701
O 2.338036 -0.535589 -0.437674 -0.96 0.49 -1.10 0.040
C 3.191407 -1.377349 0.237451 -0.41 0.55 0.01 0.004
C -1.807025 0.238814 0.487663 0.84 -0.39 0.34 0.017
C -2.808052 0.555917 -0.594787 -0.08 -0.03 -0.07 0.003
H 2.690333 -2.332084 0.512540 0.32 0.07 0.16 -0.002
H 4.099363 -1.636567 -0.344726 -0.01 -0.08 0.08 0.004
H 3.535449 -0.863234 1.159875 0.16 -0.50 0.06 -0.001
H -1.683273 -0.845859 0.607991 -0.23 0.23 0.19 -0.007
H -2.067056 0.713620 1.441644 -0.12 -0.26 -0.20 -0.007
H -2.519549 0.081624 -1.544384 -0.04 0.21 0.19 0.001
H -3.778379 0.126261 -0.312012 0.19 0.17 -0.06 0.000
H -2.922498 1.639478 -0.727986 0.03 -0.30 -0.04 0.001
Rb 0.816816 0.558591 -2.828010 0.60 -0.38 1.18 -0.005
```
Positions in Å, forces in eV/Å.

Entry 4:
Formula: C4H8O3S
Source: OMol25
Level of theory: ωB97M-V/def2-TZVPD

Its spin multiplicity is 1. The total energy comes out at -781.036843 Eh. As for the gap between HOMO and LUMO: 9.10 eV. The value obtained for the energy above the lowest of the compared OMol25 structures with the same formula, charge and spin is 253.1 kJ/mol.

The geometry in XYZ format:
```
16
Properties=species:S:1:pos:R:3:forces:R:3:lowdin_charge:R:1
C -0.978584 0.409100 0.570331 1.22 0.61 1.35 -0.224
C -0.156452 1.664013 0.169999 -1.37 -0.37 2.11 -0.503
C -0.397037 -0.807092 -0.159254 2.72 3.45 -1.65 -0.295
C 1.635387 -0.368394 -0.129571 -3.32 -1.23 1.79 -0.646
O -0.593678 -1.962739 0.425750 -0.45 -2.51 1.99 -0.002
O 2.347307 -0.348895 -1.307750 -0.38 -0.77 0.23 -0.027
O 2.082169 -1.347334 0.852836 0.87 5.32 0.10 -0.037
S 1.526000 1.294262 0.604163 1.02 -0.10 -0.03 0.948
H -0.900643 0.303765 1.729649 -0.24 -0.16 -1.97 0.147
H -1.993690 0.601489 0.272918 -0.71 -0.22 0.05 0.101
H -0.456099 1.872675 -0.801418 0.52 0.20 -2.49 0.052
H -0.490034 2.615571 0.656429 0.45 -0.98 0.36 0.094
H -0.625993 -0.835312 -1.267058 0.19 -0.09 1.29 0.155
H -0.639922 -1.884187 1.414598 0.22 0.10 -1.39 0.143
H 2.769495 0.511608 -1.348893 0.19 0.19 -0.17 0.065
H 1.908769 -2.190091 0.578253 -0.92 -3.44 -1.57 0.030
```
Positions in Å, forces in eV/Å.

Entry 5:
Formula: C4H8O4
Source: OMol25
Level of theory: ωB97M-V/def2-TZVPD

Its spin multiplicity is 1. The total energy comes out at -458.036485 Eh. As for the gap between HOMO and LUMO: 10.11 eV. The value obtained for the energy above the lowest of the compared OMol25 structures with the same formula, charge and spin is 516.4 kJ/mol. Its SMILES is C[C@]1(OO)O[C@]1(C)O.

The geometry in XYZ format:
```
16
Properties=species:S:1:pos:R:3:forces:R:3:lowdin_charge:R:1
C 0.310693 2.061853 -0.293284 -0.16 -0.23 0.27 0.038
C -0.248063 0.712835 0.085102 0.03 -0.84 -1.77 -0.553
O -1.570159 0.628412 -0.487658 0.22 0.76 0.42 -0.063
O -2.394303 -0.280635 0.220631 -0.14 -0.14 0.50 -0.027
O -0.066766 0.199771 1.330551 0.98 -0.64 -0.27 0.059
C 0.585332 -0.505047 0.020826 -0.94 0.89 0.50 -0.354
C 0.089876 -1.905146 -0.167929 -0.24 0.14 0.24 0.024
O 1.896279 -0.297349 -0.246078 0.26 0.04 0.75 0.086
H -0.191271 2.822591 0.299582 -0.07 0.11 -0.05 0.094
H 1.376548 2.094545 -0.084158 -0.03 -0.04 -0.02 0.088
H 0.138991 2.236687 -1.352952 -0.03 0.08 -0.02 0.096
H -2.283756 -0.002238 1.152648 -0.03 -0.11 -0.41 0.111
H 0.436383 -2.517813 0.665204 0.12 -0.12 -0.02 0.097
H -0.996596 -1.939965 -0.172666 0.12 0.03 -0.04 0.079
H 0.476720 -2.305951 -1.104002 0.03 0.04 0.01 0.097
H 2.440091 -1.002550 0.134184 -0.12 0.03 -0.08 0.127
```
Positions in Å, forces in eV/Å.

Entry 6:
Formula: C4H8O4
Source: OMol25
Level of theory: ωB97M-V/def2-TZVPD

Its spin multiplicity is 1. The total energy comes out at -458.147135 Eh. As for the gap between HOMO and LUMO: 11.09 eV. The value obtained for the energy above the lowest of the compared OMol25 structures with the same formula, charge and spin is 225.9 kJ/mol. Its SMILES is CC(=O)O.CC(=O)O.

The geometry in XYZ format:
```
16
Properties=species:S:1:pos:R:3:forces:R:3:lowdin_charge:R:1
C -3.470025 -0.173936 0.071581 0.94 2.72 0.80 0.012
C -1.988487 0.019815 0.091873 0.71 -4.70 -5.19 -0.527
O -1.242208 -0.957817 -0.305249 -1.50 3.18 2.22 0.003
O -1.609665 1.251292 0.056111 2.15 0.46 1.21 0.140
H -3.675561 -1.156760 0.040155 -0.39 -3.74 1.16 0.029
H -3.675871 0.327710 1.065049 -1.57 -0.23 -1.62 0.123
H -3.911856 -0.017814 -0.965414 0.44 1.63 1.52 0.134
H -0.607423 1.151377 0.032347 -0.51 0.79 -0.24 0.119
C 3.536130 0.173509 -0.048047 0.60 -3.55 -0.68 0.015
C 2.057868 0.023987 0.041876 -1.65 -2.84 1.29 -0.486
O 1.276943 0.926702 -0.107168 0.03 1.62 -0.34 0.059
O 1.411805 -1.249968 0.266672 0.70 4.08 -2.02 0.001
H 3.805400 1.144506 -0.279012 0.16 1.91 -1.18 0.054
H 4.146983 -0.000359 0.834125 -0.61 -0.62 0.51 0.088
H 3.889949 -0.629930 -0.811530 -0.43 1.63 1.10 0.135
H 0.520459 -0.840658 -0.142350 0.92 -2.36 1.46 0.101
```
Positions in Å, forces in eV/Å.

Q: The lowest total energy belongs to which entry?
A: C4H8O3S